*one*
Density functional theory data (ωB97M-V/def2-TZVPD) for an isolated molecule of C5H7N5O2.

Geometry as XYZ:
```
19
Properties=species:S:1:pos:R:3:nbo_charge:R:1
C -2.912 0.473 -0.943 -0.226
O -1.538 0.969 -1.223 -0.487
C -0.586 0.293 -0.525 0.609
N -0.584 -0.905 -0.644 -0.561
C 0.530 -1.589 -0.087 0.601
N 0.683 -2.964 -0.167 -0.817
N 1.592 -0.953 0.499 -0.571
C 1.441 0.425 0.643 0.434
N 2.545 0.965 1.290 -0.783
C 0.387 1.074 0.149 -0.241
N 0.182 2.488 0.159 0.161
O 1.007 3.111 0.700 -0.350
H -3.582 0.837 -1.423 0.169
H -3.159 -0.568 -1.157 0.181
H -3.190 0.533 0.068 0.174
H -0.144 -3.188 -0.692 0.417
H 1.443 -3.478 0.357 0.450
H 3.249 0.369 1.518 0.394
H 2.636 2.109 1.479 0.444
```

The value obtained for the HOMO energy is -8.4612 eV. The value obtained for the orbital gap is 8.7 eV. The value obtained for the LUMO energy is 0.264 eV. The calculation puts the molar mass at 169.1 g mol⁻¹. Its structure (SMILES) is COc1nc(N)nc(N)c1N=O.


*two*
Density functional theory data (ωB97M-V/def2-TZVPD) for an isolated molecule of C5H7N5O2.

Geometry as XYZ:
```
19
Properties=species:S:1:pos:R:3:nbo_charge:R:1
N 0.870 2.114 2.512 -0.759
C 0.495 1.148 1.721 0.574
N 1.151 0.140 1.895 -0.581
C 0.830 -0.883 0.968 0.628
O 1.410 -1.894 1.084 -0.541
C -0.205 -0.853 -0.147 -0.201
N 0.497 -1.284 -1.436 -0.599
C -0.082 -1.930 -2.514 0.502
O -1.320 -2.013 -2.432 -0.621
C -0.688 0.616 -0.084 0.518
N -1.672 1.227 -0.865 -0.764
N -0.367 1.496 0.759 -0.595
H 1.849 1.959 2.768 0.414
H 0.493 2.912 2.091 0.387
H -1.034 -1.446 0.192 0.271
H 1.474 -1.406 -1.461 0.402
H 0.502 -2.698 -3.115 0.167
H -1.930 2.148 -0.603 0.407
H -2.273 0.645 -1.333 0.390
```

The value obtained for the HOMO energy is -9.4785 eV. The value obtained for the orbital gap is 9.7 eV. The value obtained for the LUMO energy is 0.235 eV. The calculation puts the molar mass at 169.1 g mol⁻¹. Its structure (SMILES) is NC1=NC(=O)[C@H](NC=O)C(N)=N1.


Most stable to least stable, the ends of the list are *two* and *one*.


*one*
Density functional theory data (ωB97M-V/def2-TZVPD) for the ion C4H6N with charge +1.

Geometry as XYZ:
```
11
Properties=species:S:1:pos:R:3:nbo_charge:R:1
C -2.590 0.101 -0.134 -0.135
C -1.446 -0.017 0.244 0.068
N 0.193 0.001 0.716 -0.372
C 1.007 0.711 -0.265 -0.184
C 1.098 -0.753 -0.114 -0.251
H -3.461 0.190 -0.790 0.292
H 0.247 -0.262 1.727 0.496
H 1.639 1.428 0.200 0.250
H 0.379 1.206 -0.972 0.264
H 0.992 -1.373 -1.109 0.303
H 1.941 -1.232 0.499 0.269
```

The value obtained for the HOMO energy is -15.7668 eV. The value obtained for the orbital gap is 11.4 eV. The total charge is +1. The value obtained for the LUMO energy is -4.401 eV. The calculation puts the molar mass at 68.1 g mol⁻¹. Its structure (SMILES) is C#C[NH+]1CC1.


*two*
Density functional theory data (ωB97M-V/def2-TZVPD) for the ion C4H6N with charge +1.

Geometry as XYZ:
```
11
Properties=species:S:1:pos:R:3:nbo_charge:R:1
C -1.106 -0.753 0.079 -0.156
C 0.180 -1.158 0.019 -0.051
N 1.090 -0.080 0.062 -0.566
C 0.150 1.078 0.013 -0.050
C -1.107 0.663 0.035 -0.204
H -1.997 -1.425 -0.054 0.287
H 0.709 -2.054 -0.095 0.245
H 1.648 0.085 0.890 0.473
H 1.620 0.167 -0.862 0.483
H 0.684 2.074 -0.084 0.260
H -1.870 1.403 -0.004 0.278
```

The value obtained for the HOMO energy is -14.7261 eV. The value obtained for the orbital gap is 10.3 eV. The total charge is +1. The value obtained for the LUMO energy is -4.456 eV. The calculation puts the molar mass at 68.1 g mol⁻¹. Its structure (SMILES) is C1=C[NH2+]C=C1.


*three*
Density functional theory data (ωB97M-V/def2-TZVPD) for the ion C4H6N with charge +1.

Geometry as XYZ:
```
11
Properties=species:S:1:pos:R:3:nbo_charge:R:1
C 1.071 1.451 0.851 -0.138
N 0.764 0.210 0.795 -0.314
C 1.027 -1.113 1.253 0.065
C -0.139 -0.607 0.133 0.440
C -1.077 -0.668 -0.915 -0.738
H 0.579 2.259 0.351 0.231
H 1.799 1.855 1.475 0.228
H 1.532 -1.623 2.133 0.313
H -2.022 -0.212 -0.450 0.314
H -1.172 -1.787 -1.031 0.308
H -0.651 -0.094 -1.721 0.291
```

The value obtained for the HOMO energy (spin up / spin down) is -13.9714 / -13.8023 eV. The value obtained for the orbital gap (spin up / spin down) is 8.1 / 8.1 eV. The total charge is +1. The value obtained for the LUMO energy (spin up / spin down) is -5.884 / -5.727 eV. The calculation puts the molar mass at 68.1 g mol⁻¹. Its structure (SMILES) is C=[N+]1C=C1C.


Most stable to least stable, the ends of the list are *two* and *three*.


*one*
Density functional theory data (ωB97M-V/def2-TZVPD) for a structure of composition C2H2I3NO.

Geometry as XYZ:
```
9
Properties=species:S:1:pos:R:3:nbo_charge:R:1
C 1.209 -0.162 0.956 0.706
C 2.817 -0.017 0.187 -0.754
N 0.755 1.063 1.241 -0.828
O 0.756 -1.220 1.032 -0.541
I 2.548 -0.212 -2.058 0.155
I 3.705 1.952 0.278 0.201
I 3.911 -1.711 0.937 0.251
H 1.428 1.725 1.043 0.393
H -0.221 1.264 1.321 0.418
```

The value obtained for the HOMO energy is -9.2326 eV. The value obtained for the orbital gap is 8.2 eV. The value obtained for the LUMO energy is -1.082 eV. The calculation puts the molar mass at 436.8 g mol⁻¹.


*two*
Density functional theory data (ωB97M-V/def2-TZVPD) for a structure of composition C2H2I3NO.

Geometry as XYZ:
```
9
Properties=species:S:1:pos:R:3:nbo_charge:R:1
C -0.473 1.154 1.527 0.880
C -0.389 -0.379 -0.880 -0.414
N -0.016 0.071 1.459 -0.745
O -0.911 2.199 1.663 -0.480
I 3.127 -0.748 -1.344 -0.686
I -0.558 -2.389 -1.431 0.425
I -1.822 1.029 -1.435 0.396
H 0.545 -0.144 -0.967 0.134
H 0.497 -0.792 1.409 0.489
```

The value obtained for the HOMO energy (spin up / spin down) is -7.7819 / -7.7836 eV. The value obtained for the orbital gap (spin up / spin down) is 4.2 / 4.2 eV. The value obtained for the LUMO energy (spin up / spin down) is -3.574 / -3.576 eV. The calculation puts the molar mass at 436.8 g mol⁻¹.


Most stable to least stable, the ends of the list are *one* and *two*.